No. 1
Density functional theory data (the ωB97M-V functional and the def2-TZVPD basis) for a molecular structure, C22H36IrN7O4Se2.

The energy is -175547.4455 eV. The expectation value of S² is 0.75. Its charge is +1. The calculation puts the energy relative to the best compared isomer or geometry (same formula, charge and spin) at 3.29 kcal/mol. As for the highest occupied orbital energy (spin up / spin down): -9.691 / -10.115 eV. As for the multiplicity: 2.

The geometry in XYZ format:
```
72
Properties=species:S:1:pos:R:3:lowdin_charge:R:1
Ir 0.0047 0.9329 0.2571 1.0771
N 3.0529 -0.4871 0.7352 0.1853
C 2.6393 0.1364 1.8493 -0.4328
N 3.4105 0.0847 2.9248 0.1887
C 2.9551 0.7334 3.9981 -0.4237
N 3.7269 0.7693 5.0860 0.1869
N 1.7562 1.3546 4.0778 0.1908
C 1.0634 1.3333 2.9640 -0.2696
N 1.4556 0.7903 1.7964 -0.0171
C -0.3184 1.8613 2.9740 -0.1801
C -0.8779 2.4729 4.0780 0.0162
C -2.2155 2.8366 4.0260 -0.0247
C -2.9487 2.5373 2.8889 -0.0127
C -2.3254 1.9253 1.8144 -0.0818
N -1.0219 1.6287 1.8430 -0.0665
H 3.8243 -1.1261 0.8311 0.1234
H 2.4065 -0.5981 -0.0321 0.0447
H 4.6079 0.2873 5.0854 0.1167
H 3.3887 1.2149 5.9196 0.1161
H -0.2655 2.6336 4.9522 0.1194
H -2.6818 3.3235 4.8711 0.1196
H -3.9998 2.7766 2.8187 0.1201
H -2.8390 1.6483 0.9050 0.1044
O -4.8096 -2.8415 0.3331 -0.0474
C -3.9706 -3.9360 0.6667 -0.2019
C -2.5238 -3.5595 0.3375 -0.5776
C -1.6193 -4.7163 0.7911 -0.2496
O -1.5558 -4.8740 2.1935 -0.0397
C -2.2023 -2.2390 1.0353 -0.4225
Se -0.3501 -1.7740 0.6085 0.6956
C -2.3506 -3.3815 -1.1910 -0.4277
Se -0.7276 -2.3384 -1.6401 0.7119
H -5.7237 -3.0766 0.5175 0.1003
H -4.2430 -4.8296 0.0934 0.1371
H -4.0355 -4.1785 1.7314 0.1347
H -0.6174 -4.6078 0.3625 0.0998
H -2.0418 -5.6437 0.3995 0.1371
H -0.9813 -4.1908 2.5554 0.0792
H -2.3337 -2.2889 2.1164 0.0926
H -2.8154 -1.4312 0.6407 0.0787
H -3.1925 -2.8336 -1.6066 0.0739
H -2.2698 -4.3526 -1.6784 0.0790
C -3.4378 2.0460 -2.0313 -0.0548
C -2.0865 2.3270 -1.3896 -0.6030
C -1.1669 3.0473 -2.3652 -0.0609
O -1.5838 1.0917 -0.9559 -0.4356
H -3.9073 2.9623 -2.3929 0.0807
H -4.1096 1.5685 -1.3170 0.0721
H -3.3038 1.3640 -2.8724 0.0852
H -2.2500 3.0226 -0.5437 0.1122
H -0.9686 2.4121 -3.2320 0.0850
H -0.2269 3.2966 -1.8768 0.0495
H -1.6124 3.9806 -2.7129 0.0840
O 1.0717 0.2357 -1.4600 -0.2069
C 1.5800 0.8979 -2.3793 -0.4555
C 2.3525 2.1599 -2.1805 -0.0958
C 3.8282 1.6923 -2.0366 -0.1554
C 4.3702 0.6668 -3.0542 -0.1753
C 3.7953 -0.7627 -2.9668 -0.1584
C 2.4300 -0.9365 -3.6558 -0.1434
N 1.7082 0.3450 -3.6100 0.0897
H 2.0361 2.6939 -1.2865 0.1039
H 2.2402 2.8117 -3.0481 0.1315
H 3.9500 1.2724 -1.0358 0.0983
H 4.4512 2.5862 -2.0783 0.1187
H 5.4435 0.5997 -2.8715 0.1153
H 4.2764 1.0499 -4.0756 0.1177
H 3.7180 -1.0439 -1.9139 0.0935
H 4.5029 -1.4615 -3.4141 0.1154
H 1.8266 -1.7129 -3.1898 0.0792
H 2.5501 -1.1906 -4.7072 0.1267
H 2.0884 1.0018 -4.2765 0.1330
```

=====

No. 2
Density functional theory data (the ωB97M-V functional and the def2-TZVPD basis) for C22H36N8 in the gas phase.

The energy is -35317.0984 eV. The calculation puts the energy relative to the best compared isomer or geometry (same formula, charge and spin) at 5.89 kcal/mol. Its SMILES is N#CCCN1CCCN(CCC#N)CCN(CCC#N)CCCN(CCC#N)CC1. As for the highest occupied orbital energy: -8.303 eV.

The geometry in XYZ format:
```
66
Properties=species:S:1:pos:R:3:lowdin_charge:R:1
N 6.2802 -0.3195 1.4115 0.1540
C 5.7231 0.4569 0.7812 -0.2642
C 5.0383 1.4295 -0.0224 -0.1475
C 4.2674 0.7915 -1.2151 -0.1841
N 3.0660 0.0652 -0.8993 -0.1678
C 1.9549 0.8768 -0.4272 -0.1966
C 1.2686 1.6416 -1.5591 -0.1430
C 0.0540 2.4433 -1.0651 -0.1747
N -1.0551 1.5983 -0.6670 -0.1698
C -1.2219 1.3961 0.7463 -0.1845
C -1.6051 2.6648 1.5649 -0.1515
C -0.4342 3.3473 2.0309 -0.2650
N 0.5276 3.8455 2.4057 0.1450
C -2.3015 1.7271 -1.3979 -0.1557
C -2.6526 0.4176 -2.1279 -0.1619
N -2.9147 -0.6637 -1.1952 -0.1786
C -4.3018 -0.8537 -0.8330 -0.1823
C -4.4914 -0.8735 0.7026 -0.1532
C -4.5364 0.4622 1.2269 -0.2435
N -4.5887 1.5412 1.6053 0.1763
C -2.2028 -1.8913 -1.5035 -0.1826
C -0.6947 -1.7237 -1.2573 -0.1483
C -0.2214 -2.4822 -0.0170 -0.1901
N 1.0072 -1.9334 0.5417 -0.1933
C 1.2118 -2.3596 1.9149 -0.1822
C 0.5489 -1.3951 2.9199 -0.1370
C -0.8866 -1.4445 2.8977 -0.2289
N -2.0306 -1.4914 2.9002 0.1841
C 2.1755 -2.1629 -0.2992 -0.1576
C 3.2865 -1.1228 -0.0933 -0.1752
H 4.3477 1.9906 0.6128 0.1144
H 5.7831 2.1247 -0.4182 0.1238
H 3.9980 1.5986 -1.8992 0.1112
H 4.9446 0.1140 -1.7447 0.1269
H 2.2574 1.5905 0.3578 0.1236
H 1.2394 0.1792 0.0032 0.0808
H 1.9668 2.3457 -2.0158 0.1025
H 0.9545 0.9335 -2.3258 0.1119
H -0.2631 3.1064 -1.8763 0.1174
H 0.3745 3.0794 -0.2309 0.1022
H -2.0030 0.6484 0.8764 0.0834
H -0.2967 0.9894 1.1567 0.0966
H -2.2067 3.3425 0.9553 0.1223
H -2.2044 2.3684 2.4283 0.1072
H -2.2267 2.5206 -2.1481 0.1180
H -3.1251 1.9805 -0.7213 0.1042
H -3.5162 0.6024 -2.7852 0.1198
H -1.8074 0.1438 -2.7605 0.1188
H -4.9098 -0.0436 -1.2472 0.1228
H -4.6919 -1.7986 -1.2382 0.1216
H -5.4306 -1.3701 0.9592 0.1244
H -3.6670 -1.4071 1.1824 0.0755
H -2.5930 -2.6804 -0.8572 0.1180
H -2.3857 -2.2027 -2.5470 0.1227
H -0.4976 -0.6646 -1.0984 0.0838
H -0.1399 -2.0544 -2.1358 0.1079
H -0.9876 -2.3811 0.7515 0.0891
H -0.1110 -3.5579 -0.2452 0.1329
H 2.2823 -2.3608 2.1300 0.1188
H 0.8356 -3.3813 2.0868 0.1320
H 0.8646 -0.3719 2.7014 0.1175
H 0.8752 -1.6513 3.9321 0.1292
H 1.8647 -2.0981 -1.3404 0.1165
H 2.5915 -3.1692 -0.1284 0.1260
H 3.3849 -0.8820 0.9767 0.1146
H 4.2284 -1.5713 -0.4170 0.1215
```

=====

No. 3
Density functional theory data (the ωB97M-V functional and the def2-TZVPD basis) for a molecular structure, C22H37AgAsF6NO14 in a non-equilibrium geometry.

The energy is -134711.7696 eV. The calculation puts the energy relative to the best compared isomer or geometry (same formula, charge and spin) at 61.82 kcal/mol. As for the highest occupied orbital energy: -9.819 eV.

The geometry in XYZ format:
```
82
Properties=species:S:1:pos:R:3:lowdin_charge:R:1
Ag 1.1392 -0.8005 0.1647 0.8063
As 4.2506 -1.0489 1.2848 0.9838
F 5.3209 -1.7781 0.0149 -0.2796
F 3.4161 -0.0437 -0.0268 -0.3385
F 3.0722 -0.2851 2.4513 -0.2899
F 4.9605 -2.0744 2.5462 -0.2585
F 5.4212 0.2925 1.6279 -0.2803
F 2.9450 -2.2508 0.9272 -0.3197
C -4.3976 3.1843 1.2207 -0.0729
C -5.2511 2.0438 1.1125 -0.0393
C -4.7413 0.8138 0.5674 0.0138
C -3.3627 0.7857 0.2616 -0.1119
C -2.5542 1.9268 0.3996 -0.0289
C -3.1244 3.1397 0.6973 -0.0883
N -2.7327 -0.5422 -0.1450 -0.2983
O -1.5351 -0.5530 -0.2154 0.0518
O -3.5130 -1.5073 -0.3622 0.0496
H -4.7679 4.1604 1.4973 0.1025
H -6.2700 2.2067 1.4313 0.0939
H -5.3019 -0.1077 0.5136 0.1062
H -1.5049 1.9025 0.1453 0.0920
H -2.5513 4.0546 0.7283 0.1118
C 1.9184 3.6486 1.1899 -0.0459
C 2.4187 2.6882 2.3089 -0.1805
O 1.3596 2.2912 3.1768 0.0371
C 0.4796 1.3199 2.9033 -0.5432
O 0.4387 0.6393 1.8953 0.0533
O -0.4639 1.3761 3.8617 0.0135
C -1.7025 0.6385 3.7049 -0.0057
H 1.0207 3.2550 0.7132 0.0520
H 2.6957 3.8011 0.4411 0.0786
H 1.5544 4.5681 1.6483 0.0707
H 3.0260 3.2839 2.9905 0.1269
H 2.9760 1.8997 1.8031 0.0901
H -2.3401 0.7999 4.5741 0.0966
H -1.5966 -0.4341 3.5421 0.0884
H -2.2704 1.0278 2.8599 0.0718
C -2.5480 4.5998 -2.8338 -0.0743
C -1.3539 3.8986 -3.3228 -0.2596
O -1.0187 2.9778 -2.3179 0.0119
C 0.1378 2.2638 -2.2222 -0.5707
O 0.4169 1.5080 -1.3009 0.0737
O 0.8751 2.4289 -3.2764 0.0042
C 2.2859 2.0172 -3.2693 0.0245
H -2.7530 5.3027 -3.6412 0.0849
H -2.2930 5.1702 -1.9407 0.0874
H -3.4289 3.9644 -2.7418 0.0890
H -0.5940 4.6740 -3.4198 0.1309
H -1.4672 3.3476 -4.2564 0.1338
H 2.8383 2.5126 -2.4708 0.0990
H 2.7449 2.3211 -4.2101 0.0940
H 2.3631 0.9317 -3.2068 0.0759
C 2.2451 -4.4512 2.8851 -0.0543
C 1.1880 -3.4388 3.3446 -0.1831
O -0.1629 -3.6917 2.9508 0.0219
C -0.5891 -3.3713 1.7347 -0.4995
O 0.1365 -2.9050 0.8360 0.0331
O -1.9583 -3.4198 1.6400 -0.0196
C -2.7158 -3.9219 2.7539 -0.0319
H 2.0375 -4.8004 1.8737 0.0727
H 2.3019 -5.3005 3.5660 0.0718
H 3.2442 -4.0155 2.8786 0.0650
H 1.5388 -2.4886 2.9419 0.0930
H 1.2687 -3.3282 4.4259 0.1285
H -3.7774 -3.9592 2.5095 0.0976
H -2.5567 -3.2326 3.5832 0.0900
H -2.3497 -4.9173 3.0053 0.0973
C -0.8194 -0.9695 -4.6446 -0.0433
C 0.6442 -1.4286 -4.9243 -0.2067
O 1.0167 -2.6165 -4.2517 0.0355
C 1.5195 -2.5712 -2.9976 -0.5793
O 1.7876 -1.5663 -2.4067 0.1056
O 1.8860 -3.7918 -2.6728 0.0248
C 2.6070 -4.1575 -1.4879 -0.0162
H -1.4977 -1.8219 -4.6803 0.0748
H -1.1859 -0.0985 -5.1879 0.0774
H -0.8583 -0.8846 -3.5586 0.0615
H 1.3473 -0.6102 -4.7692 0.1068
H 0.6866 -1.7030 -5.9783 0.1182
H 3.6765 -3.9486 -1.5104 0.1008
H 2.4343 -5.2134 -1.2797 0.0973
H 2.2676 -3.6174 -0.6040 0.0467
```